ORCA calculation (ωB97M-V with the def2-TZVPD basis set) on 7 unconnected molecules or ions with the total composition C37H89N3O28P7S.

The net charge is +1. The value obtained for the energy above the lowest of the compared OMol25 structures with the same formula, charge and spin is 0.00 kcal/mol. The calculation puts the LUMO energy at -4.65 eV. The calculation puts the frontier orbital gap at 0.2139 Eh.

The geometry in XYZ format:
```
165
Properties=species:S:1:pos:R:3:forces:R:3
C 1.52063 -10.19069 2.35795 0.0270 0.6143 -0.7722
C 0.96028 -10.50943 0.93868 0.2252 0.3727 0.6213
C 0.24182 -9.29299 0.28117 1.0058 -0.5339 0.4672
C 1.17528 -8.07201 0.38765 0.1639 0.1733 -0.9165
C 0.72717 -6.85328 -0.49037 -0.0288 0.5774 1.3283
C 0.86600 -5.53565 0.29478 0.3622 -0.4029 -0.1047
C -0.26595 -4.79357 0.49243 -0.1886 -0.5306 -0.4398
N -0.28176 -3.63803 1.19931 0.0958 0.1184 -1.2231
P -1.84774 -2.86993 1.38266 -2.8072 0.7932 1.9513
O -2.27672 -3.05445 2.75160 0.5645 -0.2054 0.5008
O -1.81135 -1.31235 0.98590 1.1891 -1.3693 -0.8457
O -2.94923 -3.55205 0.44833 1.6679 0.4162 -0.7391
C 0.85300 -3.14395 1.75648 0.3744 0.6883 0.5779
C 0.81041 -1.86621 2.58468 0.2666 -0.0143 -0.2208
C 1.81097 -0.73229 2.13003 -0.2260 -0.1758 0.5097
N 2.48023 -0.13638 3.30025 -0.7209 -0.0380 -0.3551
C 2.06210 -3.83774 1.59882 0.4691 -0.7750 -0.1124
C 3.36711 -3.36056 2.23052 0.2784 -0.1354 -0.1893
C 4.38279 -2.69044 1.22850 -0.2405 0.1599 0.2147
C 5.68497 -3.49140 0.95020 -0.0399 0.4874 0.1686
C 6.97111 -2.72184 1.30550 0.1629 -0.9421 -0.2546
N 7.25577 -1.61009 0.38851 0.5140 0.4440 1.1751
C 8.66244 -1.63227 -0.08063 0.4303 -0.1712 0.0353
C 7.04765 -0.30922 0.99743 -0.7581 1.4031 -0.7395
C 7.60587 0.07974 2.37829 -0.1574 -1.9231 -0.0511
O 6.43461 0.52100 0.36330 0.3577 -0.4528 0.3829
C 2.07610 -5.04917 0.85623 -0.6375 0.4398 -0.6428
S 3.57818 -5.99860 0.64981 0.2024 0.1235 0.3429
H 0.84294 -9.52398 2.91736 0.0381 -0.5570 0.0401
H 1.75801 -11.10400 2.91269 -0.1270 0.3087 -0.0252
H 2.44201 -9.60034 2.21853 -0.1502 -0.3437 0.2935
H 1.84094 -10.74550 0.31808 -0.4770 -0.2809 0.0393
H 0.29565 -11.38144 1.01816 0.1788 0.2738 -0.3520
H -0.72816 -9.15281 0.78072 0.1500 0.1988 -0.3859
H 0.14342 -9.53557 -0.78831 -0.4793 0.1826 0.3138
H 1.32795 -7.71314 1.41335 -0.1748 -0.3505 -0.1538
H 2.15844 -8.39650 0.01190 -0.2563 0.0654 0.3352
H 1.31051 -6.71615 -1.40921 -0.3388 -0.4532 0.0228
H -0.34958 -6.98172 -0.67931 0.4224 0.1201 -0.4522
H -1.19699 -5.16066 0.05954 0.1000 0.4148 0.3196
H -1.04317 -1.09797 0.43010 -0.2647 0.4392 -0.0473
H -2.96704 -3.17296 -0.44687 -0.2887 -0.1707 0.0198
H 1.09172 -2.16010 3.60927 -0.1291 0.0256 -0.3301
H -0.18572 -1.41912 2.66873 0.1726 -0.4228 0.0230
H 2.54037 -1.08967 1.39622 -0.1657 0.0972 0.2710
H 1.23372 0.06816 1.64348 0.2288 -0.2191 0.0866
H 1.72492 0.27340 3.85002 0.3748 0.2728 0.0676
H 2.84803 -0.86508 3.90727 0.1755 0.0593 -0.1618
H 3.18167 -2.66555 3.05440 -0.1282 -0.3493 -0.1732
H 3.85825 -4.24720 2.65780 -0.2071 0.3058 0.0336
H 3.83631 -2.45056 0.30232 0.3759 -0.0871 0.1655
H 4.65457 -1.71727 1.67329 -0.0813 -0.2765 -0.2440
H 5.68797 -4.40761 1.55865 0.0141 0.1938 -0.3430
H 5.73096 -3.74590 -0.11699 0.0457 -0.1584 0.3270
H 6.94057 -2.44767 2.37575 0.0097 0.2003 -0.3353
H 7.80326 -3.44151 1.20923 -0.2942 0.1978 0.1279
H 9.36390 -2.00624 0.68956 -0.3018 0.0901 -0.1300
H 9.00717 -0.61604 -0.32413 -0.2806 -0.3428 -0.2226
H 8.75980 -2.28742 -0.95672 0.0083 0.2896 0.2129
H 8.23436 -0.75609 2.73262 0.0963 0.5839 0.0285
H 8.15977 1.01926 2.36972 -0.3182 -0.1295 -0.1319
H 6.74912 0.09557 3.07077 0.3006 0.4137 -0.1898
H 3.83785 -5.88788 -0.67578 -0.6009 0.1745 0.2179
C -7.78929 1.29501 2.50812 -0.6049 0.1920 -0.4935
O -7.15168 0.03310 2.66468 -0.7112 -2.5004 -0.9173
P -7.36355 -0.82192 4.09298 2.9982 6.3241 5.1689
O -7.93889 0.28650 4.91789 -1.0488 -0.4105 -0.7837
O -5.72687 -0.83837 4.25854 0.0041 -1.5465 -0.8452
C -4.89692 -1.17041 3.13750 0.1725 0.2761 0.1857
O -7.50609 -1.91430 5.37121 -0.8927 -1.8872 -2.7867
C -6.90014 -3.21119 5.23303 0.0971 -0.0488 0.2240
H -7.67385 1.59397 1.46418 0.0392 -0.2496 -0.0420
H -8.85245 1.23230 2.73034 0.0594 0.1700 0.1679
H -7.30477 2.03571 3.14293 -0.1023 -0.1926 0.2571
H -4.55300 -0.25094 2.66024 -0.0824 -0.0341 -0.1205
H -5.42781 -1.78170 2.40671 0.1022 0.0338 -0.0812
H -4.03261 -1.72317 3.49536 -0.1019 -0.0277 0.1507
H -5.84615 -3.15697 5.51051 -0.0046 0.0595 -0.0774
H -6.99038 -3.58843 4.21379 0.0403 -0.1392 0.0673
H -7.40665 -3.90063 5.90622 -0.0795 0.0725 -0.0323
C -4.69850 2.89966 -0.99546 0.2004 -0.3527 0.4630
O -5.10827 4.23789 -0.78717 -0.0324 1.9195 2.1437
P -6.75390 4.59457 -0.72946 -2.1257 -3.8751 -7.5483
O -7.21061 3.26346 -1.25605 0.2511 -0.1508 1.1327
O -6.58178 5.68809 -1.92841 0.3282 0.9066 1.4441
C -5.51724 6.65824 -1.87626 0.1730 0.0382 -0.2574
O -8.34639 5.06905 -0.45986 1.8196 1.3171 2.7570
C -8.59520 6.43154 -0.06583 -0.2266 0.1114 -0.1254
H -3.62034 2.86008 -0.82199 -0.0249 0.2348 0.0948
H -5.18698 2.21800 -0.30056 -0.0775 -0.0961 -0.1988
H -4.90221 2.60802 -2.02470 -0.2550 -0.0047 0.0782
H -4.67447 6.30580 -2.46842 0.0376 -0.0077 0.1037
H -5.18718 6.84562 -0.85588 0.1057 0.0620 -0.0688
H -5.87928 7.59125 -2.30402 -0.1262 -0.0726 0.0214
H -8.65047 7.06653 -0.95109 0.0907 -0.0333 -0.0026
H -7.81826 6.80313 0.60243 -0.0995 0.1171 0.0204
H -9.55023 6.46889 0.45469 0.0403 -0.1064 0.0173
C 12.93615 -0.54533 -5.37084 0.5326 0.2156 0.3672
O 11.52413 -0.36997 -5.33149 -1.8169 1.0421 1.7347
P 10.58116 -1.56874 -4.66207 1.8127 -5.7518 -4.3537
O 11.56966 -2.67671 -4.55077 -0.0627 0.8232 0.7995
O 9.68909 -1.68776 -6.02549 -0.5209 1.1017 0.7232
C 9.28947 -0.50251 -6.73475 -0.0256 -0.1183 -0.3201
O 9.38143 -2.29869 -3.74986 0.4084 2.9666 0.9472
C 8.09477 -1.65886 -3.68608 -0.1599 -0.1124 -0.0928
H 13.37298 0.40649 -5.67521 -0.2276 0.0687 0.0367
H 13.33323 -0.81193 -4.39376 0.0401 -0.1728 -0.1060
H 13.19135 -1.30377 -6.10852 -0.1133 -0.1510 0.1659
H 9.98748 -0.31909 -7.55109 0.0322 0.0956 0.0686
H 9.25636 0.36925 -6.08264 -0.0036 0.0468 -0.0995
H 8.29673 -0.66589 -7.15280 -0.0024 -0.0951 0.0938
H 7.49146 -1.94871 -4.54756 0.0988 0.0565 -0.0564
H 8.19660 -0.57384 -3.65807 -0.2096 0.0039 0.0556
H 7.59256 -1.98836 -2.77807 0.0683 0.0417 0.0156
C 3.94052 -1.43835 -9.90085 0.2490 -0.6133 -0.1827
O 4.25485 -0.22533 -10.56537 1.6207 0.7547 -2.2237
P 5.30900 0.86542 -9.83605 -4.5251 0.4554 7.5993
O 5.28403 0.22189 -8.47847 0.8136 -0.6547 -0.6599
O 4.15709 2.02658 -9.95177 0.8056 0.2892 -1.5475
C 3.45824 2.22835 -11.19007 -0.3059 0.0220 0.1175
O 6.43126 2.00573 -9.30362 1.0767 -0.7417 -3.3118
C 6.77509 3.08944 -10.18727 0.0168 0.2257 0.1457
H 3.39753 -2.06543 -10.61003 0.0888 0.1626 -0.1696
H 4.83827 -1.96756 -9.58757 -0.0967 0.0273 0.2013
H 3.29870 -1.23235 -9.04573 0.2264 0.1264 0.1046
H 2.50872 1.69496 -11.16075 0.0487 -0.0557 -0.0785
H 4.03716 1.88587 -12.04710 -0.0907 0.0052 -0.0395
H 3.25928 3.29319 -11.30358 0.0959 0.0071 0.1081
H 6.04474 3.89348 -10.08570 -0.0513 -0.0693 -0.0318
H 6.81554 2.76134 -11.22603 0.0758 0.1391 -0.0211
H 7.75550 3.46645 -9.90258 0.0014 -0.1074 0.0244
C -12.11397 2.06569 7.42829 -0.5837 0.1621 -0.2836
O -11.40460 0.84902 7.61975 -0.5234 -2.6543 -0.3082
P -11.48996 0.09033 9.10065 2.6850 5.2813 4.4894
O -12.11453 1.15824 9.92933 -0.6159 -0.6622 -0.6742
O -9.86208 0.09092 9.24069 -0.2761 -1.1435 -0.7750
C -9.03668 -0.21581 8.10116 0.1529 0.2745 0.0290
O -11.64424 -1.13677 10.22784 -0.9513 -0.9573 -2.9078
C -11.01464 -2.39638 9.94393 0.1159 -0.0822 0.1772
H -12.07526 2.29959 6.36340 0.0953 -0.2199 -0.0028
H -13.15664 1.97179 7.72490 0.0665 0.1408 0.1436
H -11.62793 2.86566 7.98393 -0.0856 -0.1266 0.1938
H -8.71064 0.71056 7.63332 -0.0517 -0.0865 -0.1562
H -9.56677 -0.82202 7.36869 0.1192 0.0616 -0.1008
H -8.15814 -0.76357 8.44157 -0.0877 -0.0066 0.1547
H -9.96866 -2.36343 10.25312 -0.0072 0.0704 -0.0697
H -11.07457 -2.64403 8.88339 0.0483 -0.1319 0.0415
H -11.52588 -3.17108 10.51263 -0.0798 0.0882 -0.0144
C 0.14013 8.67195 -0.65398 0.2463 -0.4720 0.4059
O -0.40234 9.96693 -0.42940 -0.7782 1.2961 2.2074
P -2.05825 10.16516 -0.44934 -1.5868 -2.0973 -7.0380
O -2.48738 8.86008 -1.02704 0.2178 -0.0047 1.1368
O -1.91639 11.31894 -1.60281 0.2702 0.7065 1.1553
C -0.87557 12.30384 -1.51796 0.0493 -0.0155 -0.3082
O -3.59000 10.70582 -0.05460 2.0367 0.3411 2.4994
C -3.73188 12.05993 0.41281 -0.1827 0.1535 -0.0887
H 1.20561 8.72219 -0.42589 -0.0688 0.2074 0.0821
H -0.31841 7.92862 -0.00501 -0.0624 -0.0679 -0.1810
H 0.01499 8.39772 -1.70000 -0.2405 -0.0048 0.0605
H -0.03213 11.99354 -2.13385 0.0528 0.0081 0.0911
H -0.53714 12.45425 -0.49344 0.0697 0.0442 -0.0522
H -1.26223 13.24687 -1.90226 -0.1233 -0.0737 -0.0032
H -3.80893 12.73682 -0.43884 0.0828 -0.0546 -0.0145
H -2.89178 12.35634 1.04105 -0.0851 0.1067 0.0356
H -4.64610 12.12585 0.99904 0.0373 -0.1211 0.0072
```
Forces are in eV/Å.